Density functional theory data (ωB97M-V with the def2-TZVPD basis set) for 2 unconnected molecules or ions with the total composition CH2ClO2S2.

Net charge ... -1
F_max ... 0.050 hartree/bohr
Orbital gap (alpha / beta) ... 6.8 / 6.9 eV
Energy relative to the best compared isomer or geometry (same formula, charge and spin) ... 53.12 kcal/mol

Last columns: bonded neighbours and bond lengths (Å).
Atoms and positions in Å:
1 C -1.812 0.046 -0.217  Cl6 1.674, H7 1.136, H8 1.129
2 O 1.380 0.161 1.717  S5 1.456
3 O 1.580 -1.210 -0.338  S5 1.472
4 S 2.374 1.641 -0.568  S5 2.086
5 S 1.256 0.091 0.267  O2 1.456, O3 1.472, S4 2.086
6 Cl -1.958 -1.602 0.035  C1 1.674
7 H -0.967 0.492 0.398  C1 1.136
8 H -1.853 0.381 -1.294  C1 1.129

Results of the Mulliken charge analysis, in e, for atoms 1 through 6:
1. C -0.385
2. O -0.502
3. O -0.499
4. S -0.529
5. S 0.544
6. Cl -0.113